C13H23N2O3PW | ωB97M-V with the def2-TZVPD basis set

Geometry as XYZ:
```
43
C13H23N2O3PW (ωB97M-V with the def2-TZVPD basis set)
C -0.96 -1.72 -3.74
C 0.34 -1.26 -3.54
C 0.79 -0.88 -2.29
C -0.07 -1.02 -1.18
C -1.42 -1.30 -1.39
C -1.86 -1.69 -2.66
C 2.15 -0.24 -2.02
C 2.19 0.25 -0.45
N 1.92 1.56 0.18
W 0.71 -0.28 1.11
C -2.41 -1.13 -0.28
P -1.59 -0.14 1.04
H 1.05 -1.20 -4.36
H -2.90 -1.96 -2.82
H -1.28 -2.05 -4.72
H -2.66 -2.09 0.18
H -3.34 -0.63 -0.58
H 2.93 -1.01 -2.10
H 2.44 0.56 -2.71
H 0.87 0.29 -0.54
C -2.70 -0.39 2.43
C -2.00 1.61 0.54
H 2.99 -0.39 -0.02
C 1.52 2.54 -0.96
C 2.97 2.20 1.10
H 2.16 0.45 2.66
H 2.34 3.27 -1.06
H 1.52 1.94 -1.88
H 0.54 3.00 -0.84
H 3.42 3.04 0.55
H 2.58 2.53 2.08
H 3.75 1.45 1.31
H -3.10 1.68 0.58
H -1.51 2.23 1.33
H -1.59 1.85 -0.46
H -3.73 -0.45 2.06
H -2.41 -1.32 2.95
H -2.58 0.46 3.12
H -0.10 1.45 1.75
O -1.49 -3.10 4.31
N -0.32 -2.86 4.51
O 0.63 -3.60 4.66
O 0.21 -1.64 2.13
```

Calculated values
relative energy (zero: lowest compared OMol25 entry of this formula, charge and spin)	12.4	kcal per mole
charge	+2
orbital gap (alpha / beta)	6.108 / 5.527	eV
spin multiplicity	3
HOMO (alpha / beta)	-15.364 / -16.199	eV
largest force on an atom	4.664	eV/Å

natural (NBO) population analysis, charges in e, atoms 1 to 5: number 1, C, carries -0.10; number 2, C, carries -0.22; number 3, C, carries 0.04; number 4, C, carries -0.13; number 5, C, carries -0.04

---

C13H23N3O8 | ωB97M-V with the def2-TZVPD basis set

Geometry as XYZ:
```
47
C13H23N3O8 (ωB97M-V with the def2-TZVPD basis set)
O 0.54 5.21 -0.23
O -0.72 -3.07 -2.63
O -0.62 2.42 -3.61
O 2.46 -1.94 -0.21
O 2.55 -4.88 3.71
O 1.85 -3.50 1.34
O -1.96 -1.67 1.04
O -0.91 -2.32 3.57
C 0.70 4.11 0.29
C -0.55 -1.88 -2.39
C -0.35 3.15 -2.66
C 1.60 -2.61 0.35
N -1.16 4.14 -2.26
N 0.84 2.98 -0.40
N -0.13 -1.47 -1.15
C 0.74 4.00 1.80
C -0.81 -0.86 -3.48
C -2.42 4.49 -2.89
C 0.94 2.89 -1.86
C 1.19 -4.60 3.38
C 0.12 -2.38 -0.01
C 1.10 -3.30 2.57
C -0.56 -1.88 1.26
C -0.38 -2.91 2.37
H 3.10 -4.88 2.90
H -2.39 -1.51 1.90
H -0.92 -2.95 4.31
H -0.82 4.72 -1.49
H 0.97 2.14 0.13
H 0.01 -0.47 -1.02
H -0.13 3.45 2.15
H 1.65 3.49 2.11
H 0.73 5.00 2.23
H -1.58 -0.16 -3.16
H 0.11 -0.30 -3.70
H -1.14 -1.36 -4.40
H -3.13 3.66 -2.80
H -2.84 5.38 -2.43
H -2.26 4.68 -3.96
H 1.68 3.62 -2.20
H 1.31 1.90 -2.13
H 0.77 -5.43 2.79
H 0.61 -4.51 4.30
H -0.30 -3.37 -0.25
H 1.59 -2.50 3.13
H -0.09 -0.93 1.56
H -0.96 -3.80 2.11
```

Calculated values
relative energy (zero: lowest compared OMol25 entry of this formula, charge and spin)	9.6	kcal per mole
orbital gap	9.643	eV
spin multiplicity	1
HOMO	-9.560	eV
largest force on an atom	3.258	eV/Å

natural (NBO) population analysis, charges in e, atoms 1 to 5: number 1, O, carries -0.65; number 2, O, carries -0.63; number 3, O, carries -0.65; number 4, O, carries -0.54; number 5, O, carries -0.72

---

C13H23N3OS | ωB97M-V with the def2-TZVPD basis set

Geometry as XYZ:
```
41
C13H23N3OS (ωB97M-V with the def2-TZVPD basis set)
C -7.33 -1.39 1.25
H -6.79 -1.75 2.12
C -6.38 -1.15 0.09
C -5.32 -0.10 0.44
C -4.36 0.14 -0.73
C -3.36 1.26 -0.47
C -2.35 0.92 0.63
C -1.28 2.00 0.83
H -1.76 2.96 1.00
C -0.31 2.15 -0.36
C 0.41 0.88 -0.62
N 1.52 0.48 -0.03
C 1.75 -0.74 -0.58
N 0.86 -1.10 -1.48
N 0.00 -0.06 -1.49
H -0.80 -0.07 -2.10
S 3.10 -1.74 -0.15
C 3.84 -0.70 1.17
C 4.99 0.17 0.71
O 5.98 0.29 1.38
C 4.77 0.88 -0.60
H 4.82 0.16 -1.41
H 5.53 1.64 -0.74
H 3.78 1.33 -0.61
H 3.03 -0.06 1.52
H 4.17 -1.37 1.96
H 0.42 2.92 -0.11
H -0.85 2.45 -1.25
H -0.69 1.75 1.72
H -1.87 -0.03 0.41
H -2.88 0.81 1.58
H -2.83 1.47 -1.40
H -3.90 2.17 -0.19
H -4.94 0.39 -1.62
H -3.82 -0.79 -0.94
H -4.77 -0.44 1.31
H -5.82 0.84 0.69
H -6.95 -0.81 -0.78
H -5.89 -2.08 -0.18
H -7.85 -0.48 1.53
H -8.08 -2.14 0.99
```

Calculated values
relative energy (zero: lowest compared OMol25 entry of this formula, charge and spin)	2.2	kcal per mole
orbital gap	9.172	eV
spin multiplicity	1
HOMO	-8.516	eV
largest force on an atom	0.828	eV/Å

natural (NBO) population analysis, charges in e, atoms 1 to 5: number 1, C, carries -0.60; number 2, H, carries 0.20; number 3, C, carries -0.39; number 4, C, carries -0.39; number 5, C, carries -0.39

---

C13H23N8O12S | ωB97M-V with the def2-TZVPD basis set

Geometry as XYZ:
```
57
C13H23N8O12S (ωB97M-V with the def2-TZVPD basis set)
S -5.26 -0.96 0.57
C -4.84 0.59 0.72
N -4.59 1.67 1.15
C -3.31 2.40 1.01
C -2.20 1.50 1.46
C -1.25 1.01 0.56
C -0.26 0.15 1.01
N -0.11 -0.26 2.27
C -1.01 0.22 3.14
C -2.03 1.07 2.77
H -3.37 3.24 1.71
H -1.31 1.30 -0.47
H 0.44 -0.23 0.28
H -0.91 -0.10 4.17
H -2.74 1.40 3.52
C -3.58 -4.58 -0.64
N -2.76 -3.61 -1.41
O -2.22 -2.73 -0.78
O -2.69 -3.77 -2.61
H -3.54 -4.30 0.41
H -4.59 -4.53 -1.03
H -3.15 -5.57 -0.80
C 2.28 -2.78 -2.61
N 1.79 -2.02 -1.44
O 2.05 -2.45 -0.34
O 1.18 -0.99 -1.65
H 2.82 -3.64 -2.24
H 1.44 -3.09 -3.23
H 2.93 -2.12 -3.16
C 4.64 0.06 -0.28
N 5.10 -0.33 -1.65
O 5.80 0.44 -2.27
O 4.70 -1.40 -2.08
H 5.05 1.03 -0.05
H 3.55 0.09 -0.31
H 4.99 -0.70 0.40
C -9.18 -1.05 1.17
N -10.13 -2.11 0.73
O -11.20 -1.77 0.27
O -9.76 -3.26 0.86
H -9.65 -0.09 0.99
H -8.99 -1.20 2.23
H -8.27 -1.15 0.59
C 1.74 3.19 2.21
N 3.04 2.52 1.93
O 3.66 2.05 2.86
O 3.40 2.47 0.77
H 1.56 3.14 3.27
H 1.83 4.21 1.86
H 0.98 2.66 1.65
C 8.06 2.90 -2.27
N 8.55 4.22 -2.77
O 8.58 5.15 -1.99
O 8.89 4.27 -3.94
H 7.80 3.01 -1.23
H 7.19 2.63 -2.87
H 8.86 2.19 -2.41
```

Calculated values
charge	-1
orbital gap	4.588	eV
spin multiplicity	1
HOMO	-2.917	eV
largest force on an atom	2.118	eV/Å

natural (NBO) population analysis, charges in e, atoms 1 to 5: number 1, S, carries -0.28; number 2, C, carries 0.21; number 3, N, carries -0.39; number 4, C, carries -0.50; number 5, C, carries 0.02

---

C13H24Al2BILiN4O16 | ωB97M-V with the def2-TZVPD basis set

Geometry as XYZ:
```
62
C13H24Al2BILiN4O16 (ωB97M-V with the def2-TZVPD basis set)
C -2.25 -2.30 -3.27
C -2.92 -2.11 -1.92
C -3.07 -0.70 -1.35
I -1.85 0.83 -2.25
O -3.10 -0.66 0.02
C -2.10 -1.17 0.83
O -2.37 -2.02 1.61
O -0.94 -0.54 0.73
B 0.22 -1.26 0.37
C 1.23 -0.63 -0.64
O 0.40 -2.47 0.91
H -1.19 -2.17 -3.19
H -2.42 -3.34 -3.54
H -2.71 -1.67 -4.04
H -3.93 -2.53 -1.99
H -2.39 -2.77 -1.24
H -4.09 -0.29 -1.61
H 1.07 0.43 -0.74
H 1.01 -1.06 -1.61
H 2.26 -0.86 -0.40
H 1.22 -2.89 0.63
Al -5.68 -0.76 -2.54
O -0.94 -4.52 -1.71
H -0.45 -5.31 -1.97
H -0.97 -4.55 -0.75
C -0.88 4.30 1.11
N -0.51 4.92 -0.19
O -0.49 4.25 -1.20
O -0.25 6.10 -0.14
H -1.08 3.25 0.96
H -0.03 4.46 1.77
H -1.76 4.82 1.49
C 4.23 -3.97 2.02
C 4.27 -3.96 0.36
O 3.17 -3.75 -0.12
O 5.40 -4.17 0.01
H 3.21 -3.79 2.34
H 4.58 -4.95 2.33
H 4.91 -3.19 2.36
N -2.47 -6.61 -3.20
O -3.10 -5.68 -3.66
O -2.66 -7.13 -2.13
O -1.48 -7.11 -3.96
N 1.39 7.98 -1.93
O 0.79 8.95 -1.54
O 1.10 7.45 -2.98
O 2.29 7.52 -1.25
O -8.65 -1.08 -1.67
H -8.99 -0.63 -0.86
N 2.05 4.72 3.37
C 2.29 3.45 3.65
C 3.27 3.02 4.58
C 4.03 3.98 5.24
C 3.78 5.31 4.96
C 2.78 5.63 4.01
H 1.69 2.72 3.12
H 3.42 1.97 4.77
H 4.78 3.69 5.95
H 4.34 6.09 5.44
H 2.57 6.66 3.76
Li -2.30 -2.17 -5.74
Al 0.20 -7.81 -3.69
```

Calculated values
charge	+3
orbital gap	1.066	eV
spin multiplicity	1
HOMO	-14.501	eV
largest force on an atom	3.381	eV/Å

natural (NBO) population analysis, charges in e, atoms 1 to 5: number 1, C, carries -0.65; number 2, C, carries -0.49; number 3, C, carries 0.05; number 4, I, carries 0.14; number 5, O, carries -0.54

---

C13H24BO17S3Sn | ωB97M-V with the def2-TZVPD basis set

Geometry as XYZ:
```
59
C13H24BO17S3Sn (ωB97M-V with the def2-TZVPD basis set)
Sn 9.46 -6.64 8.99
O 13.30 -10.02 11.87
C 13.67 -8.90 11.50
O 14.80 -8.29 11.67
B 14.85 -6.91 11.16
O 13.46 -6.82 10.56
C 12.78 -7.94 10.75
O 11.70 -8.21 10.21
O 15.95 -6.69 10.25
C 16.74 -5.70 10.74
O 17.76 -5.26 10.21
C 16.08 -5.26 12.10
O 15.07 -6.04 12.37
O 16.55 -4.28 12.76
O 5.42 -9.98 8.13
S 6.35 -9.22 7.24
O 7.53 -8.58 7.78
O 6.89 -10.36 6.06
C 7.18 -11.61 6.59
C 5.99 -12.53 6.53
C 5.23 -8.03 6.28
H 7.55 -11.44 7.61
H 7.95 -12.15 6.04
H 5.10 -12.20 7.09
H 6.27 -13.46 7.02
H 5.76 -12.84 5.51
H 4.23 -8.37 6.01
H 5.87 -7.64 5.49
H 4.86 -7.31 7.00
O 10.47 -6.06 6.23
S 10.48 -5.85 4.79
O 11.51 -6.48 3.95
O 8.94 -6.25 4.25
C 8.58 -5.77 2.88
C 7.28 -6.52 2.43
C 10.50 -3.97 4.57
H 9.34 -6.06 2.15
H 8.36 -4.70 2.85
H 7.53 -7.49 2.02
H 6.78 -6.10 1.56
H 6.48 -6.53 3.18
H 11.46 -3.58 4.91
H 9.89 -3.37 5.24
H 10.34 -3.59 3.56
O 9.84 -6.30 11.89
S 10.15 -6.48 13.29
O 10.71 -7.69 13.89
O 10.90 -5.10 13.90
C 12.17 -4.70 13.48
C 12.85 -4.35 14.79
C 8.51 -6.24 14.11
H 12.01 -3.97 12.69
H 12.74 -5.42 12.89
H 13.72 -3.70 14.73
H 12.97 -5.21 15.44
H 12.26 -3.60 15.31
H 8.09 -7.24 14.23
H 7.83 -5.67 13.48
H 8.74 -5.93 15.12
```

Calculated values
charge	+1
orbital gap	4.007	eV
spin multiplicity	1
HOMO	-11.286	eV
largest force on an atom	5.984	eV/Å

natural (NBO) population analysis, charges in e, atoms 1 to 5: number 1, Sn, carries 1.79; number 2, O, carries -0.51; number 3, C, carries 0.67; number 4, O, carries -0.61; number 5, B, carries 1.17

---

C13H24Cl2FeN3O9 | ωB97M-V with the def2-TZVPD basis set

Geometry as XYZ:
```
52
C13H24Cl2FeN3O9 (ωB97M-V with the def2-TZVPD basis set)
Fe 0.23 -0.39 -0.71
Cl -1.09 -3.03 -2.32
O -0.13 -2.39 -1.44
O -1.01 -2.37 -3.59
O -0.77 -4.42 -2.34
O -2.42 -2.86 -1.75
Cl -0.76 -0.83 2.67
O -0.41 0.50 3.09
O -1.98 -1.26 3.24
O -0.89 -0.81 1.21
O 0.29 -1.76 3.01
C 0.84 0.63 -3.67
O 0.99 0.31 -2.32
H 1.07 -0.27 -4.25
H -0.18 0.88 -3.98
H 1.55 1.42 -3.93
C -3.65 0.79 -4.26
C -4.58 0.18 -3.20
C -4.23 0.41 -1.74
C -2.81 0.26 -1.53
N -1.70 0.06 -1.37
H -3.67 1.89 -4.21
H -3.84 0.50 -5.28
H -2.58 0.69 -4.02
H -4.48 -0.88 -3.44
H -5.60 0.47 -3.47
H -4.89 -0.13 -1.06
H -4.44 1.46 -1.47
C 2.95 -3.21 3.48
C 3.85 -3.40 2.27
C 4.03 -2.15 1.41
C 2.83 -1.57 0.80
N 1.90 -1.11 0.33
H 1.94 -3.57 3.30
H 2.89 -2.22 3.92
H 3.33 -3.87 4.27
H 3.48 -4.24 1.68
H 4.87 -3.72 2.51
H 4.73 -2.35 0.61
H 4.42 -1.39 2.11
C 0.78 3.55 3.55
C 1.44 4.14 2.31
C 0.56 3.99 1.07
C 0.52 2.63 0.58
N 0.48 1.56 0.20
H -0.21 3.99 3.70
H 1.40 3.76 4.42
H 0.59 2.47 3.51
H 2.40 3.64 2.16
H 1.70 5.20 2.39
H 0.77 4.61 0.19
H -0.48 4.23 1.34
```

Calculated values
orbital gap (alpha / beta)	9.835 / 7.718	eV
spin multiplicity	6
HOMO (alpha / beta)	-9.659 / -9.628	eV
largest force on an atom	3.043	eV/Å

natural (NBO) population analysis, charges in e, atoms 1 to 5: number 1, Fe, carries 1.84; number 2, Cl, carries 2.57; number 3, O, carries -0.94; number 4, O, carries -0.84; number 5, O, carries -0.80

---

C13H24Cl2MnNO4P2 | ωB97M-V with the def2-TZVPD basis set

Geometry as XYZ:
```
47
C13H24Cl2MnNO4P2 (ωB97M-V with the def2-TZVPD basis set)
Mn 0.44 -0.45 0.17
P 0.35 0.44 2.46
C -1.05 1.62 2.25
C -0.99 2.37 0.94
N -0.40 1.75 -0.11
C -0.34 2.38 -1.30
C -0.82 3.68 -1.47
C -1.48 4.32 -0.41
C -1.57 3.64 0.80
C 0.28 1.63 -2.47
P 0.31 -0.18 -2.21
H -2.08 4.06 1.67
H -0.68 4.15 -2.44
H -1.91 5.32 -0.54
H -0.29 1.84 -3.39
H 1.32 1.96 -2.60
H -1.97 1.00 2.27
H -1.04 2.34 3.09
H -3.51 -2.61 -0.17
O -3.57 -1.67 0.13
H -4.35 -1.62 0.74
H -1.30 -4.12 -1.28
O -1.95 -3.57 -1.77
H -2.38 -4.16 -2.45
C -1.26 -0.69 -2.97
H -1.26 -0.37 -4.03
H -1.40 -1.77 -2.86
H -2.06 -0.16 -2.43
C 1.74 -0.80 -3.12
H 1.74 -1.89 -3.03
H 1.72 -0.51 -4.18
H 2.64 -0.41 -2.63
C 1.69 1.49 3.10
H 1.42 1.92 4.08
H 2.58 0.85 3.21
H 1.88 2.30 2.38
C -0.14 -0.65 3.82
H 0.62 -1.45 3.88
H -0.19 -0.11 4.77
H -1.11 -1.09 3.58
Cl 4.12 -2.90 2.24
C 3.35 -3.41 0.73
Cl 2.60 -5.01 0.75
C 2.32 -2.32 0.35
O 2.73 -1.31 -0.29
O 1.09 -2.43 0.74
H 4.14 -3.42 -0.03
```

Calculated values
relative energy (zero: lowest compared OMol25 entry of this formula, charge and spin)	0.0	kcal per mole
charge	+2
orbital gap (alpha / beta)	6.060 / 8.445	eV
spin multiplicity	5
HOMO (alpha / beta)	-15.776 / -15.800	eV
largest force on an atom	1.949	eV/Å

natural (NBO) population analysis, charges in e, atoms 1 to 5: number 1, Mn, carries 1.46; number 2, P, carries 0.89; number 3, C, carries -0.75; number 4, C, carries 0.23; number 5, N, carries -0.55